Record 1
The following is a quantum chemistry calculation of a 2-piece molecular cluster, C3HCl2NS overall in a non-equilibrium geometry, from the OMol25 dataset.

Values from the calculation:
HOMO energy (alpha / beta) (Ha): -0.28183 / -0.34256
Gap between HOMO and LUMO (alpha / beta) (eV): 5.887 / 8.915
Max |F| (hartree/bohr): 0.0386

Geometry as XYZ:
```
8
Properties=species:S:1:pos:R:3:nbo_charge:R:1
C -1.20027 -0.06624 -0.33705 0.168
C 2.19891 -0.80505 -0.73627 -0.337
C -1.09364 0.70914 0.78879 -0.239
N -1.31343 -0.52902 -1.39881 -0.271
S 2.20885 -0.39071 0.75204 0.163
Cl 1.19916 -0.80120 -1.99607 0.199
Cl -0.56950 0.16612 2.37429 0.076
H -1.43009 1.71696 0.55308 0.242
```



Record 2
The following is a quantum chemistry calculation of a 3-piece molecular cluster, C3H3N2O7 overall in a non-equilibrium geometry, from the OMol25 dataset.

Values from the calculation:
HOMO energy (alpha / beta) (Ha): -0.18666 / -0.18672
Gap between HOMO and LUMO (alpha / beta) (eV): 8.331 / 8.333
Net charge: -1
Max |F| (hartree/bohr): 0.0799

Geometry as XYZ:
```
15
Properties=species:S:1:pos:R:3:nbo_charge:R:1
C -1.32009 -0.19082 2.48904 1.034
C 1.31012 1.86233 0.15558 -0.320
C -1.63912 -1.11730 -0.91564 0.792
N 2.04897 0.88586 -0.37317 0.397
N -1.03697 -1.69774 -2.12150 0.057
O -0.39803 0.41281 2.89026 -0.566
O 1.47308 -0.09056 -1.10676 -0.530
O -1.07807 -0.18979 -0.37524 -0.769
O -2.21073 -0.79698 2.16270 -0.470
O 3.26342 0.71421 -0.14133 -0.511
O -0.16727 -2.56161 -1.94685 -0.314
O -2.77074 -1.56877 -0.67654 -0.696
H 1.73721 2.47488 0.82526 0.185
H 0.24749 1.94778 -0.00642 0.211
H 0.54074 -0.08428 -0.85939 0.500
```



Record 3
The following is a quantum chemistry calculation of a 3-piece molecular cluster, C3H11NO2 overall in a non-equilibrium geometry, from the OMol25 dataset.

Values from the calculation:
HOMO energy (Ha): -0.34556
SMILES string: C=NCC.O.O
Gap between HOMO and LUMO (eV): 10.133
Max |F| (hartree/bohr): 0.0888

Geometry as XYZ:
```
17
Properties=species:S:1:pos:R:3:nbo_charge:R:1
C -1.84295 1.22743 1.65335 -0.073
N -1.58109 1.09857 0.36740 -0.397
C -1.41723 -0.26091 -0.12726 -0.255
C -2.76471 -1.15551 -0.01675 -0.631
H -1.55109 0.37918 2.24291 0.146
H -2.21935 2.21925 2.17303 0.192
H -1.32384 -0.24791 -1.18562 0.201
H -0.53840 -0.80485 0.42990 0.191
H -2.88045 -1.97275 -0.70004 0.212
H -3.04813 -1.61159 0.97608 0.206
H -3.62661 -0.39573 -0.33886 0.209
O 4.38199 1.67187 -1.17499 -0.953
H 4.63327 2.43611 -0.68095 0.477
H 4.65083 0.86289 -0.88760 0.475
O 2.92272 -0.91128 -0.64466 -0.931
H 3.64358 -1.51253 -0.59162 0.462
H 2.56145 -1.02225 -1.49430 0.471
```



Record 4
The following is a quantum chemistry calculation of C4H12KO4 as an isolated structure in a non-equilibrium geometry, from the OMol25 dataset.

Values from the calculation:
Multiplicity: 2
HOMO energy (alpha / beta) (Ha): -0.24580 / -0.24007
Gap between HOMO and LUMO (alpha / beta) (eV): 6.253 / 6.013
Max |F| (hartree/bohr): 0.0798

Geometry as XYZ:
```
21
Properties=species:S:1:pos:R:3:nbo_charge:R:1
K 5.93804 -18.62184 -23.42210 0.960
O 7.52825 -16.00026 -22.49865 -0.919
C 6.58383 -15.32930 -21.61586 -0.081
C 5.39245 -16.17564 -20.93984 -0.149
O 5.75505 -17.36959 -20.19650 -0.436
H 6.11703 -14.52161 -22.17963 0.143
H 7.19663 -14.77383 -20.90589 0.156
H 4.92917 -16.61397 -21.82377 0.137
H 4.80310 -15.55978 -20.26051 0.181
C 6.21275 -17.46397 -26.94129 -0.266
O 7.13984 -17.54850 -25.83259 -0.766
H 5.29077 -16.96602 -26.64113 0.170
H 6.78999 -16.84424 -27.62747 0.183
H 6.14562 -18.44640 -27.40866 0.188
H 7.32996 -16.65367 -25.54150 0.493
C 2.12773 -19.53470 -24.60119 -0.249
O 3.41975 -19.69449 -23.89032 -0.784
H 1.80133 -20.49604 -24.99789 0.183
H 1.38952 -19.11551 -23.91752 0.184
H 2.21529 -18.80707 -25.40805 0.193
H 3.30319 -20.11953 -23.03748 0.480
```



Record 5
The following is a quantum chemistry calculation of an isolated ion of composition C3H8NOS and charge -1 in a non-equilibrium geometry, from the OMol25 dataset.

Values from the calculation:
HOMO energy (Ha): -0.09642
SMILES string: [O-]CNCCS
Gap between HOMO and LUMO (eV): 5.770
Net charge: -1
Max |F| (hartree/bohr): 0.0342

Geometry as XYZ:
```
14
Properties=species:S:1:pos:R:3:nbo_charge:R:1
O 0.65132 -1.87869 1.40467 -0.930
C -0.32869 -1.06040 1.68116 0.152
N -1.09562 -0.44489 0.49949 -0.697
C -0.31547 0.64214 -0.12685 -0.254
C 0.33344 0.29274 -1.44476 -0.503
S 1.27866 1.67542 -2.27036 -0.121
H 0.00476 -0.14668 2.26849 0.043
H -1.18008 -1.50025 2.28411 0.054
H -1.22713 -1.22873 -0.13410 0.335
H 0.51887 0.79030 0.57120 0.194
H -0.96170 1.51582 -0.20638 0.169
H -0.41530 -0.22178 -2.07762 0.204
H 1.02783 -0.55551 -1.37048 0.230
H 1.70910 2.12051 -1.07855 0.124
```



Record 6
The following is a quantum chemistry calculation of AlH10O5 as an isolated structure in a non-equilibrium geometry, from the OMol25 dataset.

Values from the calculation:
HOMO energy (Ha): -0.95104
Gap between HOMO and LUMO (eV): 9.134
Net charge: +3
Max |F| (hartree/bohr): 0.1059

Geometry as XYZ:
```
16
Properties=species:S:1:pos:R:3:nbo_charge:R:1
Al 0.60601 -0.73670 -0.09245 2.333
O 1.55817 1.13821 -0.21473 -0.962
H 1.92482 1.55099 0.56720 0.562
H 2.04506 1.52635 -0.94172 0.568
O -0.51064 0.71477 -1.08248 -1.001
H -1.25965 1.23174 -0.78590 0.543
H -0.35134 1.01465 -1.97743 0.539
O 0.00419 -1.49890 1.81213 -0.945
H 0.63999 -1.85267 2.43410 0.565
H -0.55418 -0.92705 2.33885 0.543
O -0.59642 -1.31509 -1.74225 -0.964
H -0.73312 -2.22251 -2.01451 0.562
H -0.79956 -0.79755 -2.52143 0.565
O -0.39558 0.56823 1.16324 -0.990
H -0.32335 0.67504 2.11171 0.538
H -1.25442 0.93056 0.94564 0.543
```



Record 7
The following is a quantum chemistry calculation of a 3-piece molecular cluster, C39H68N4O4 overall in a non-equilibrium geometry, from the OMol25 dataset.

Values from the calculation:
HOMO energy (Ha): -0.29534
SMILES string: C[C@H](O)COc1ccc2c(c1)C(=O)N(CCCCCCCCCCCCn1cccc1)C2=O.CCN(CC)CC.CCN(CC)CC
Gap between HOMO and LUMO (eV): 7.552
Max |F| (hartree/bohr): 0.0810

Geometry as XYZ:
```
115
Properties=species:S:1:pos:R:3:lowdin_charge:R:1
C -5.39552 -2.30054 -4.57615 -0.036
C -3.88233 -1.84766 -4.48581 -0.362
O -3.30851 -2.08463 -5.80731 -0.073
C -3.01214 -2.69680 -3.49099 -0.122
O -3.45311 -2.69078 -2.10967 -0.083
C -3.99635 -1.48452 -1.71285 -0.248
C -5.40469 -1.53002 -1.26374 0.020
C -6.15117 -0.35757 -0.85053 0.019
C -5.45875 0.91852 -0.89271 -0.047
C -4.04785 0.96549 -1.30197 -0.039
C -3.31135 -0.20462 -1.71298 0.059
C -3.63818 2.46009 -1.18930 -0.360
O -2.70670 3.03387 -1.67187 0.142
N -4.66328 3.09682 -0.39881 0.016
C -4.51348 3.04690 1.09110 -0.143
C -3.02410 3.09396 1.60582 -0.159
C -2.61173 1.62370 2.01420 -0.194
C -1.15224 1.52026 2.61691 -0.204
C -0.07989 2.41064 1.89313 -0.200
C 0.30625 1.93520 0.42735 -0.181
C 0.01794 0.40385 0.15759 -0.215
C 0.61556 -0.09879 -1.20932 -0.195
C 0.14688 -1.57510 -1.59674 -0.199
C 1.14501 -2.66354 -1.03285 -0.187
C 0.51987 -3.66890 0.01239 -0.184
C -0.53769 -3.03302 0.97961 -0.130
N -0.98823 -4.03066 1.99764 -0.165
C -0.75512 -5.39426 1.97585 -0.092
C -1.40761 -5.89415 3.17396 -0.096
C -2.01883 -4.73614 3.88018 -0.090
C -1.72863 -3.55969 3.07199 -0.097
C -5.92187 2.37238 -0.57496 -0.372
O -7.02782 2.79955 -0.46613 0.153
H -5.72684 -2.30497 -5.64370 0.088
H -6.00446 -1.49159 -4.07690 0.080
H -5.62606 -3.24071 -4.02059 0.088
H -3.78389 -0.73922 -4.34151 0.146
H -3.67818 -2.94696 -6.06839 0.086
H -1.97133 -2.27676 -3.52335 0.117
H -2.98776 -3.75651 -3.85801 0.144
H -5.92230 -2.51916 -1.24164 0.123
H -7.21296 -0.39764 -0.52401 0.121
H -2.25636 -0.11794 -2.04486 0.119
H -5.02909 2.16082 1.54726 0.127
H -5.03863 3.95399 1.50061 0.132
H -3.03645 3.69298 2.56149 0.123
H -2.31743 3.58355 0.89309 0.103
H -3.31217 1.30113 2.83601 0.115
H -2.78445 0.91683 1.16422 0.089
H -1.22842 1.90567 3.67642 0.113
H -0.85161 0.44437 2.71273 0.096
H 0.84998 2.36893 2.52616 0.110
H -0.37907 3.49078 1.86307 0.083
H 1.42813 2.04125 0.35493 0.110
H -0.10631 2.59869 -0.37936 0.105
H -1.07929 0.19340 0.13977 0.086
H 0.54422 -0.15646 0.98128 0.109
H 1.73058 -0.13021 -1.12134 0.104
H 0.36841 0.62075 -2.03251 0.111
H -0.92460 -1.75477 -1.34244 0.068
H 0.23175 -1.60907 -2.72114 0.105
H 1.49759 -3.27279 -1.91147 0.102
H 2.06899 -2.18207 -0.61551 0.104
H 0.02557 -4.50970 -0.54651 0.113
H 1.37455 -4.12843 0.58293 0.116
H -1.47007 -2.76176 0.40854 0.126
H -0.13670 -2.16028 1.54909 0.115
H -0.19733 -5.95102 1.20236 0.108
H -1.41770 -6.95013 3.50884 0.080
H -2.57802 -4.78231 4.83671 0.081
H -2.02352 -2.51656 3.28674 0.110
C 3.85778 -6.59623 -1.51117 -0.090
C 5.32641 -6.50484 -1.90654 -0.272
N 5.56345 -5.64278 -3.05412 -0.197
C 6.89942 -5.78603 -3.61805 -0.252
C 8.08968 -5.37868 -2.74653 -0.089
C 5.07436 -4.27690 -2.93996 -0.248
C 5.57798 -3.43312 -1.76660 -0.083
H 3.23978 -6.89602 -2.36029 0.080
H 3.73279 -7.34427 -0.72518 0.073
H 3.47966 -5.64827 -1.12154 0.053
H 5.65466 -7.51776 -2.15788 0.118
H 5.91223 -6.19056 -1.03144 0.100
H 6.95014 -5.23629 -4.56307 0.111
H 7.03222 -6.83657 -3.89992 0.109
H 8.17837 -4.29559 -2.66451 0.054
H 9.01578 -5.73999 -3.20041 0.071
H 8.03268 -5.80347 -1.74281 0.067
H 3.98138 -4.31097 -2.88557 0.092
H 5.27855 -3.74194 -3.87239 0.116
H 5.54729 -3.97303 -0.81828 0.068
H 4.94488 -2.54836 -1.65626 0.066
H 6.59441 -3.07602 -1.93026 0.054
C 0.39508 8.12173 5.54992 -0.093
C 1.24759 8.54926 4.36209 -0.275
N 1.89365 7.43641 3.68345 -0.197
C 2.93363 7.85378 2.75210 -0.252
C 2.51238 8.68105 1.53535 -0.089
C 1.01456 6.37831 3.20748 -0.250
C -0.10860 6.76396 2.24113 -0.079
H 0.97363 7.51788 6.25218 0.079
H 0.03630 9.00448 6.08364 0.072
H -0.48207 7.55071 5.23886 0.063
H 2.02200 9.21908 4.74763 0.117
H 0.62907 9.14332 3.67482 0.099
H 3.47981 6.97072 2.40581 0.111
H 3.67268 8.43491 3.31506 0.108
H 2.00747 8.07061 0.78697 0.054
H 3.39887 9.10339 1.05567 0.070
H 1.86164 9.51429 1.80623 0.067
H 0.55907 5.89672 4.07866 0.101
H 1.61683 5.58742 2.74957 0.111
H -0.65359 7.65222 2.56584 0.069
H -0.83190 5.94603 2.17642 0.055
H 0.26486 6.93543 1.23184 0.057
```



Record 8
The following is a quantum chemistry calculation of C27H40BIrN10O4S3Se as an isolated structure in a non-equilibrium geometry, from the OMol25 dataset.

Values from the calculation:
HOMO energy (alpha / beta) (Ha): -0.20991 / -0.20993
Gap between HOMO and LUMO (alpha / beta) (eV): 5.631 / 5.632
Max |F| (hartree/bohr): 0.0328

Geometry as XYZ:
```
87
Properties=species:S:1:pos:R:3:lowdin_charge:R:1
Ir -0.52322 1.11945 0.10460 0.492
C -0.41327 -0.92021 -5.15237 -0.029
C 0.82958 -0.20632 -4.62689 -0.527
C 0.57378 1.26205 -4.28418 -0.039
C 1.91179 -0.25604 -5.70340 -0.057
N 1.34274 -0.91550 -3.39821 0.035
C 2.60860 -1.45443 -3.28816 -0.014
C 2.71662 -1.93544 -2.03715 -0.034
N 1.54650 -1.66816 -1.36292 0.075
B 1.56087 -2.11384 0.14706 -0.555
N 0.20732 -2.40436 0.79802 0.042
C -0.34940 -3.66453 0.63499 -0.045
C -1.47619 -3.70943 1.34629 -0.044
N -1.63064 -2.46378 1.96193 0.017
C -0.58730 -1.66657 1.61220 -0.607
S -0.20744 -0.07814 2.20192 0.627
C -2.80815 -2.22970 2.85894 -0.531
C -4.03843 -2.84186 2.17291 -0.030
C -2.52271 -2.93134 4.18365 -0.029
C -3.08045 -0.75066 3.12109 -0.084
N 2.40430 -1.11441 1.00465 0.019
C 3.01846 -1.59134 2.14170 -0.050
C 3.55239 -0.54741 2.78919 -0.050
N 3.26690 0.59091 2.04344 0.012
C 2.54375 0.22241 0.95648 -0.651
S 1.85669 1.22769 -0.28970 0.600
C 3.66476 1.93428 2.58727 -0.537
C 3.43572 3.07709 1.60663 -0.093
C 5.15763 1.88417 2.91731 -0.036
C 2.82023 2.17430 3.83735 -0.023
C 0.72467 -1.06338 -2.20971 -0.475
S -0.84164 -0.30595 -1.89852 0.911
H -0.74321 -0.41940 -6.06533 0.096
H -1.24063 -0.92869 -4.44538 0.027
H -0.17413 -1.95863 -5.38908 0.100
H 0.37883 1.81498 -5.20472 0.092
H 1.45070 1.69168 -3.79368 0.091
H -0.28225 1.39590 -3.62338 0.042
H 1.51772 0.23452 -6.59206 0.091
H 2.16742 -1.28196 -5.97357 0.090
H 2.81614 0.27505 -5.39826 0.089
H 3.31439 -1.47825 -4.09412 0.116
H 3.53532 -2.44223 -1.55759 0.129
H 2.16777 -3.15774 0.15193 0.124
H 0.09890 -4.40232 -0.00728 0.132
H -2.19920 -4.49700 1.43144 0.123
H -4.04971 -3.92958 2.23626 0.080
H -4.07287 -2.57294 1.11475 0.075
H -4.93889 -2.47400 2.66409 0.086
H -2.32855 -3.99480 4.03014 0.083
H -3.38456 -2.82992 4.84771 0.091
H -1.65394 -2.48285 4.66922 0.089
H -3.09575 -0.17297 2.20200 0.040
H -2.33684 -0.30681 3.77600 0.041
H -4.06103 -0.67787 3.59881 0.088
H 3.01014 -2.63922 2.38875 0.129
H 4.08921 -0.51689 3.71848 0.117
H 3.95208 2.91305 0.66119 0.074
H 3.82675 3.98367 2.07349 0.089
H 2.37750 3.21305 1.39528 0.035
H 5.73273 1.62749 2.02556 0.095
H 5.39355 1.16010 3.69652 0.072
H 5.47872 2.86625 3.26634 0.089
H 1.76017 2.14549 3.57763 0.083
H 3.05541 3.15481 4.25663 0.091
H 3.00476 1.41767 4.60165 0.082
N -4.27256 2.72597 -0.45199 0.110
C -4.76866 1.44494 -0.34724 -0.047
C -3.70332 0.64685 -0.06759 -0.101
N -2.56531 1.42387 0.00058 -0.092
C -2.93774 2.66134 -0.25537 -0.265
C -1.91881 3.68303 -0.33919 -0.281
N -0.67827 3.29499 -0.21566 -0.048
C 0.09981 4.42102 -0.34924 -0.107
C -0.70936 5.50161 -0.55189 -0.075
N -2.00080 5.02227 -0.54340 0.104
H -4.79971 3.53497 -0.72527 0.155
H -5.81479 1.22411 -0.46373 0.119
H -3.66665 -0.42098 0.06302 0.101
H 1.17466 4.37133 -0.29860 0.094
H -0.49036 6.54527 -0.69398 0.111
H -2.83360 5.57094 -0.65505 0.152
O -3.47002 -3.51581 -1.33751 -0.451
Se -2.46832 -2.74036 -2.34417 0.872
O -3.15553 -1.77209 -3.45426 -0.472
O -1.72639 -1.49072 -1.16137 -0.689
O -1.12542 -3.52170 -2.82390 -0.453
```